(1)
Here is a structure of composition C3H8N2S at a distorted geometry from the Open Molecules 2025 dataset. Energies are from the ωB97M-V functional and the def2-TZVPD basis.

The geometry in XYZ format:
```
14
C3H8N2S (the ωB97M-V functional and the def2-TZVPD basis)
H 1.041 0.619 -1.359
H -0.042 1.258 0.827
H 2.172 -0.690 -1.895
N -1.015 -1.557 -0.492
N -2.109 -1.065 -0.379
H -1.652 0.246 1.017
H -0.356 -1.752 1.587
C -0.021 -0.894 0.938
S 1.645 -1.002 0.389
C 1.303 -0.445 -1.333
H -2.862 -1.080 -1.035
H 0.490 -1.031 -1.693
C -0.577 0.411 1.370
H -0.526 0.648 2.442
```

Output
Molecular weight = 104.18 g/mol
ΔE to the lowest compared entry with this formula, charge and spin = 3.775 eV
HOMO-LUMO gap = 8.92 eV

=====

(2)
Here is a cluster of 2 separate species, C5H9ClN3O5P in total at a distorted geometry from the Open Molecules 2025 dataset. Energies are from the ωB97M-V functional and the def2-TZVPD basis.

The geometry in XYZ format:
```
24
C5H9ClN3O5P (the ωB97M-V functional and the def2-TZVPD basis)
P 1.444 0.883 -0.692
C -3.782 1.585 -0.257
O -2.016 -0.487 -1.791
Cl -5.363 1.379 0.668
H 2.621 -1.416 -0.748
C -2.626 0.899 0.578
H -2.591 1.570 1.383
C -1.109 0.106 -1.157
N 3.888 1.853 0.656
H 1.071 0.019 1.350
N 3.995 2.576 -0.198
C 2.339 -1.595 0.321
H -3.905 1.090 -1.183
H -0.574 1.648 -0.064
O 0.108 0.063 -1.541
O 0.792 2.125 -0.120
C 1.878 -0.200 0.648
H 3.257 -1.850 0.962
O 2.418 1.059 -1.847
H 1.519 -2.448 0.420
N -1.391 0.845 -0.070
O 4.148 3.248 -1.127
H -3.069 -0.112 0.862
H -3.823 2.798 -0.391
```

Output
Total charge = -2
Molecular weight = 257.57 g/mol
HOMO-LUMO gap = 3.54 eV

=====

(3)
Here is a structure of composition C34H38BiN7O3PS from the Open Molecules 2025 dataset. Energies are from the ωB97M-V functional and the def2-TZVPD basis.

The geometry in XYZ format:
```
85
C34H38BiN7O3PS (the ωB97M-V functional and the def2-TZVPD basis)
C 3.164 1.986 -2.437
C 2.139 -0.528 -2.121
H 2.091 -2.390 -1.089
H -3.284 3.001 -2.942
H -3.938 3.346 -0.273
C 5.706 -2.142 2.908
H 0.381 4.028 4.265
H -5.483 0.327 -1.141
C -0.301 -3.210 -1.109
C 2.236 2.953 4.050
N 0.115 -1.827 -1.495
C 3.666 0.949 -3.209
H -4.174 2.927 1.439
C -2.873 -3.714 1.634
N -1.355 -1.909 1.394
C -1.615 -1.553 2.669
H -1.715 3.595 -3.533
H -3.858 -3.901 3.528
C 0.892 3.183 3.823
N 0.773 1.219 2.470
C -2.053 -0.862 -2.301
H 3.538 2.995 -2.545
H 2.824 3.634 4.652
P -1.061 2.928 -0.292
H -0.830 2.481 2.728
H -0.127 -0.492 -3.105
H 6.191 -1.375 3.502
H -2.684 -1.904 4.483
H 7.450 -3.378 2.794
O -1.674 2.591 -1.726
H -1.867 -4.498 -0.582
H 3.969 -4.869 0.785
H -3.348 4.437 1.000
O -2.253 2.668 0.774
C -2.348 3.476 -2.658
C -3.110 -0.951 -3.190
H 0.719 5.175 0.622
N 3.641 -0.858 2.940
H 4.447 1.131 -3.935
H -2.967 -1.371 -4.177
H 4.092 -0.265 3.615
H 6.349 -5.119 1.422
O -0.979 4.520 -0.403
C 4.378 -2.012 2.553
N -2.200 -0.352 -1.078
H -0.198 -3.836 -2.001
C 5.798 -4.242 1.735
H 1.747 2.481 -0.896
C -1.706 -3.420 -0.553
C -3.411 0.057 -0.674
H -1.067 -0.694 3.046
H -2.473 -2.998 -1.204
H -3.350 -4.584 1.203
H -0.725 -2.116 -3.420
C 2.828 1.819 3.508
H -0.557 6.371 0.329
Bi -0.110 -0.129 0.276
C 1.544 -1.892 -1.893
H 1.651 -2.503 -2.793
H 0.419 -3.568 -0.377
S 2.025 -2.843 1.499
C 6.414 -3.267 2.504
N 1.663 0.473 -1.369
C 4.464 -4.101 1.368
C -3.153 -3.335 2.934
C -1.969 -2.983 0.870
H -3.475 0.439 0.338
C -4.359 -0.507 -2.782
C -3.504 3.397 0.725
H 3.885 1.659 3.671
C 0.207 2.308 2.994
H 3.510 -1.157 -3.640
N 1.792 -1.136 1.543
C 3.763 -2.989 1.795
C -2.505 -2.228 3.468
C -4.517 -0.005 -1.496
C 2.165 1.709 -1.528
C -0.669 -1.330 -2.662
C -0.358 5.340 0.603
C 3.145 -0.326 -3.049
H -0.784 5.141 1.587
C 2.049 0.944 2.767
C 2.518 -0.422 2.362
H -2.540 4.447 -2.213
H -5.205 -0.569 -3.454
```

Output
Total charge = +3
Molecular weight = 864.75 g/mol
ΔE to the lowest compared entry with this formula, charge and spin = 0.237 eV
HOMO-LUMO gap = 7.20 eV